The following is a DFT calculation (ωB97M-V/def2-TZVPD) of a molecular structure, CH16B3LiO at a distorted geometry.

```
22
Properties=species:S:1:pos:R:3:lowdin_charge:R:1
Li 0.0728 -0.2808 0.3100 0.058
B -2.2139 -0.2327 0.0464 -0.504
H -3.2794 -0.3839 -0.0317 -0.101
H -1.8362 0.2389 -0.8476 -0.094
H -1.8517 0.2092 0.9617 -0.076
H -1.7147 -1.1886 0.0106 -0.091
B 1.0846 -1.7122 -0.8930 -0.533
H 1.8309 -1.2621 -0.2568 -0.081
H 0.5181 -0.9577 -1.4165 -0.085
H 1.4096 -2.3850 -1.6714 -0.101
H 0.4735 -2.3492 -0.2724 -0.073
B 0.8356 -0.6333 2.3071 -0.545
H 1.7962 -1.0058 1.9865 -0.082
H 0.0823 -1.2921 1.9039 -0.085
H 0.6547 -0.6569 3.3706 -0.100
H 0.7869 0.4048 2.0168 -0.086
C 0.0111 2.2267 -1.5210 -0.275
O 0.6182 1.6683 -0.4127 -0.288
H 0.7230 2.4310 -2.3207 0.014
H -0.8054 1.6783 -1.9910 0.054
H -0.4377 3.1687 -1.2058 0.016
H 1.2416 2.3145 -0.0730 0.058
```

Results
Charge: -3
2S+1: 2
HOMO level (alpha / beta) in eV: 5.83 / 1.35
Frontier orbital gap (alpha / beta) in hartree: 0.068 / 0.249
Total energy in Eh: -204.5340
Largest force on an atom in eV Å⁻¹: 4.7

The following is a DFT calculation (ωB97M-V/def2-TZVPD) of a molecular structure, CH16Na3O11 at a distorted geometry.

```
31
Properties=species:S:1:pos:R:3:lowdin_charge:R:1
Na 15.7696 -9.9844 10.7170 0.841
Na 12.5490 -8.1267 10.4155 0.786
Na 15.4607 -9.5878 14.1935 0.789
C 13.4201 -8.0853 13.0982 -0.835
O 12.1746 -8.0772 12.8753 -0.091
O 14.2358 -8.7014 12.2392 -0.224
O 13.9200 -7.6408 14.1714 -0.075
O 10.9382 -5.7287 11.9321 -0.055
H 11.2723 -6.3947 12.5469 -0.027
H 9.9877 -5.8820 11.9114 0.053
O 12.2587 -9.2329 16.0603 -0.035
H 11.8510 -9.8426 15.4373 0.034
H 12.3963 -8.4227 15.5566 -0.005
O 16.5293 -6.3080 14.3519 -0.042
H 15.6661 -6.4990 13.9647 -0.011
H 17.0050 -5.8261 13.6682 0.041
O 10.2330 -10.1175 12.6252 -0.045
H 10.8444 -10.7690 12.2729 0.022
H 10.7500 -9.3006 12.7204 -0.015
O 16.0922 -6.8494 11.2762 -0.037
H 16.2671 -7.2593 10.4264 0.020
H 15.4497 -7.4187 11.7434 -0.020
O 9.9556 -7.0670 14.6790 -0.051
H 10.5841 -7.5400 14.1269 -0.028
H 10.4040 -6.2291 14.8664 0.016
O 12.2317 -5.3493 15.1272 -0.034
H 12.4086 -4.6869 14.4523 0.058
H 12.7901 -6.1049 14.8970 0.001
O 14.8082 -7.0157 17.0222 -0.044
H 14.7229 -7.2263 16.0880 -0.030
H 13.9085 -7.0269 17.3637 0.043
```

Results
Charge: +1
2S+1: 1
Energy above the lowest of the compared OMol25 structures with the same formula, charge and spin in kJ/mol: 149.8
HOMO level in eV: -12.47
Frontier orbital gap in hartree: 0.232
Total energy in Eh: -1362.1439
Largest force on an atom in eV Å⁻¹: 1.8

The following is a DFT calculation (ωB97M-V/def2-TZVPD) of 7 unconnected molecules or ions with the total composition CH16O6S at a distorted geometry.

```
24
Properties=species:S:1:pos:R:3:lowdin_charge:R:1
C 0.8131 -0.5325 2.6749 -0.549
S 0.6360 1.3346 2.7507 0.534
H -0.2633 -0.8673 2.8307 -0.017
H 1.0864 -1.0081 1.7963 -0.046
H 1.5947 -0.9897 3.3545 0.043
H 1.9587 1.4766 2.9567 -0.185
H 0.4056 1.1655 -3.0224 -0.030
H 0.1051 2.5819 -3.1747 0.010
O 0.4172 1.8401 -3.6957 -0.067
H -2.4167 0.4125 1.3276 -0.001
H -2.5405 0.0419 2.9305 0.066
O -2.0659 -0.1150 2.0418 -0.237
H -0.6951 -1.9800 1.1464 0.022
H -0.9339 -3.2885 0.1554 0.020
O -0.5523 -2.3434 0.1765 -0.293
H -0.3956 -0.2445 -2.6954 0.064
H -0.8293 -0.4747 -1.3336 -0.038
O -0.6399 0.2699 -1.8610 -0.124
H 1.8368 -2.4702 -2.0694 0.046
H 0.3218 -2.4207 -1.7988 -0.014
O 0.9733 -2.2738 -2.5134 -0.135
H 0.4472 3.1411 -1.4121 -0.055
H 0.0409 3.1823 0.0643 0.072
O 0.6958 3.5622 -0.6298 -0.085
```

Results
Charge: -1
2S+1: 2
Energy above the lowest of the compared OMol25 structures with the same formula, charge and spin in kJ/mol: 0.0
HOMO level (alpha / beta) in eV: 0.19 / -6.23
Frontier orbital gap (alpha / beta) in hartree: 0.102 / 0.337
Total energy in Eh: -897.2424
Largest force on an atom in eV Å⁻¹: 3.9

The following is a DFT calculation (ωB97M-V/def2-TZVPD) of 8 unconnected molecules or ions with the total composition CH17O8 at a distorted geometry.

```
26
Properties=species:S:1:pos:R:3:lowdin_charge:R:1
C -0.7512 1.3536 -0.0456 -0.210
O -0.2382 0.1366 0.5094 -0.446
H -0.2252 2.2016 0.3484 0.068
H -1.7702 1.4136 0.1864 0.066
H -0.6482 1.3466 -1.1046 0.047
O -2.4352 -0.3824 2.1894 -0.095
H -2.7062 -1.2944 1.9874 0.029
H -1.7042 -0.1024 1.5934 -0.015
O 0.2708 -2.1854 1.7374 -0.071
H 1.1098 -1.9234 2.1364 0.032
H 0.0828 -1.3404 1.3184 -0.041
O 1.6808 1.9636 -1.3826 -0.077
H 1.1788 1.4886 -2.0996 0.017
H 0.9498 2.2916 -0.8946 -0.051
O 0.4838 0.0936 -3.3106 -0.049
H 0.6448 -0.7904 -2.9976 0.027
H -0.4302 0.2296 -3.0086 0.044
O 1.6378 1.0016 2.2564 -0.064
H 0.8998 0.8766 1.6214 -0.012
H 1.8928 1.8906 2.1894 -0.014
O 1.7518 -1.5034 -0.8896 -0.076
H 2.1448 -1.7624 -0.0656 0.007
H 0.9958 -0.9854 -0.5346 0.000
O -1.6192 -1.3724 -0.9886 -0.088
H -1.2312 -0.6694 -0.4486 -0.063
H -1.9642 -1.9764 -0.3036 0.036
```

Results
Charge: -1
2S+1: 1
Energy above the lowest of the compared OMol25 structures with the same formula, charge and spin in kJ/mol: 29.7
HOMO level in eV: -5.83
Frontier orbital gap in hartree: 0.342
Total energy in Eh: -650.2546
Largest force on an atom in eV Å⁻¹: 2.6

The following is a DFT calculation (ωB97M-V/def2-TZVPD) of 9 unconnected molecules or ions with the total composition CH19O9 at a distorted geometry.

```
29
Properties=species:S:1:pos:R:3:lowdin_charge:R:1
C -0.2097 -0.7818 0.7111 -0.195
O -0.4122 0.3204 -0.2424 -0.463
H -0.8277 -1.5384 0.0721 0.101
H -0.5836 -0.5259 1.5809 0.017
H 0.8783 -1.0073 0.5703 0.071
O -0.4710 2.3496 -2.2343 0.005
H -1.4275 2.2395 -2.3769 0.049
H -0.5658 1.7525 -1.6328 -0.136
O 2.1181 1.4373 -0.1399 -0.066
H 2.7773 1.0104 0.5145 0.024
H 1.3838 0.9185 -0.1201 -0.109
O -2.8641 1.4428 -0.1635 -0.150
H -3.5588 0.8602 0.1304 -0.009
H -1.9464 0.9095 -0.2360 0.022
O 0.9183 -1.3499 -2.3705 -0.004
H 1.2715 -0.5833 -2.5667 -0.062
H 0.2849 -1.0079 -1.7260 -0.003
O 0.9157 -3.4712 1.8704 -0.034
H 0.9240 -3.8716 1.0697 -0.030
H 0.8797 -2.5587 1.4988 0.001
O 3.5749 0.1813 1.8639 -0.020
H 3.7314 -0.6397 1.3934 0.060
H 2.9864 0.0010 2.5637 0.033
O -0.3417 2.4452 2.0681 -0.149
H -0.1522 1.5835 1.5824 0.014
H -0.9756 3.0653 1.5371 0.084
O -2.6453 -1.3545 -2.0160 -0.117
H -2.1146 -1.1107 -1.2923 -0.073
H -3.5482 -0.7159 -1.9095 0.141
```

Results
Charge: -1
2S+1: 1
Energy above the lowest of the compared OMol25 structures with the same formula, charge and spin in kJ/mol: 341.2
HOMO level in eV: -5.38
Frontier orbital gap in hartree: 0.304
Total energy in Eh: -726.5838
Largest force on an atom in eV Å⁻¹: 9.6

The following is a DFT calculation (ωB97M-V/def2-TZVPD) of 9 unconnected molecules or ions with the total composition CH20N2O9 at a distorted geometry.

```
32
Properties=species:S:1:pos:R:3:lowdin_charge:R:1
N -0.0860 -0.4236 2.8503 0.172
C -0.5293 0.7567 2.4754 -0.713
N 0.4022 1.5267 1.8641 0.171
O -1.6751 1.1582 2.6912 0.022
H 0.9056 -0.5158 2.9971 0.108
H -0.7627 -0.9715 3.3587 0.124
H 0.0861 2.4362 1.5647 0.128
H 1.3696 1.2884 1.6452 0.045
O -3.3064 0.7495 0.4032 -0.069
H -2.8889 0.7268 1.2809 -0.008
H -2.5961 0.5666 -0.2193 -0.029
O 0.3464 -1.6952 -2.8563 -0.054
H -0.3592 -2.3175 -2.6326 0.024
H 0.1942 -1.4777 -3.7803 0.054
O 1.5648 -1.9515 0.4619 -0.040
H 2.1239 -2.5268 -0.0707 0.064
H 0.8134 -2.4969 0.7016 0.041
O -1.8343 -2.5133 -1.0191 -0.042
H -1.5002 -3.0572 -0.3039 0.039
H -1.7429 -1.5978 -0.7001 0.014
O 2.1495 2.4013 -1.2275 -0.060
H 2.1085 1.7374 -0.5268 -0.023
H 3.0559 2.3656 -1.5424 0.028
O 2.8334 0.7244 0.9522 -0.056
H 3.7894 0.7044 0.8457 0.086
H 2.5541 -0.1834 0.7825 0.027
O -2.0958 1.9036 -2.4966 -0.059
H -1.5841 1.2907 -1.9491 -0.020
H -1.8370 1.6979 -3.3980 0.025
O -0.8390 0.0806 -0.7975 -0.065
H -0.4198 -0.6366 -1.2950 0.021
H -0.2400 0.2496 -0.0595 0.046
```

Results
2S+1: 1
Energy above the lowest of the compared OMol25 structures with the same formula, charge and spin in kJ/mol: 0.0
HOMO level in eV: -9.71
Frontier orbital gap in hartree: 0.338
Total energy in Eh: -836.8073
Largest force on an atom in eV Å⁻¹: 3.0

The following is a DFT calculation (ωB97M-V/def2-TZVPD) of 9 unconnected molecules or ions with the total composition CH21O9 at a distorted geometry.

```
31
Properties=species:S:1:pos:R:3:lowdin_charge:R:1
O 1.6475 0.8003 -2.1174 0.352
H 2.1313 0.1907 -1.5430 0.180
H 2.1153 1.6400 -2.2398 0.186
H 1.4518 0.3374 -2.9412 0.185
O 0.6894 -2.5270 -1.0678 0.325
H 1.6155 -2.7986 -1.0890 0.182
H 0.4709 -1.9377 -0.3113 0.097
H 0.4481 -2.0814 -1.8859 0.136
C -0.3335 0.4388 0.8083 -0.298
O 0.1714 -0.8070 1.0864 -0.390
H -1.1715 0.4261 0.1031 0.043
H -0.8053 0.9509 1.6496 0.084
H 0.3922 1.0563 0.2706 0.040
O -1.8985 3.9539 0.4707 -0.038
H -1.5306 4.2681 1.2992 0.050
H -1.8398 2.9981 0.5290 0.015
O -2.4410 -2.4595 1.2006 -0.049
H -1.6462 -1.9648 1.4145 -0.011
H -2.7205 -2.1118 0.3525 -0.006
O -2.1554 -1.2941 -1.7937 -0.021
H -2.6862 -0.4968 -1.8567 0.062
H -1.5093 -1.2057 -2.4958 0.017
O 0.3179 3.4273 -1.8993 -0.052
H -0.5208 3.6173 -2.3243 0.050
H 0.1774 3.6575 -0.9776 0.026
O 0.7036 -2.6067 2.9716 -0.069
H 0.5680 -2.1924 3.8253 0.037
H 0.6435 -1.8833 2.3369 -0.052
O 2.9055 -0.3507 1.9048 -0.075
H 2.0547 -0.5102 1.4859 -0.043
H 2.7546 -0.5347 2.8335 0.037
```

Results
Charge: +1
2S+1: 1
Energy above the lowest of the compared OMol25 structures with the same formula, charge and spin in kJ/mol: 358.7
HOMO level in eV: -12.08
Frontier orbital gap in hartree: 0.215
Total energy in Eh: -727.3899
Largest force on an atom in eV Å⁻¹: 4.1

The following is a DFT calculation (ωB97M-V/def2-TZVPD) of 10 unconnected molecules or ions with the total composition CH23O10 at a distorted geometry.

```
34
Properties=species:S:1:pos:R:3:lowdin_charge:R:1
O -24.0153 -24.4209 3.0712 0.348
H -23.0769 -24.4586 3.2701 0.160
H -24.4730 -25.2606 3.1552 0.093
H -24.0969 -24.1056 2.1681 0.182
O -22.0560 -27.1411 3.9711 0.341
H -22.3186 -27.2796 4.8840 0.182
H -21.7578 -26.2329 3.8817 0.162
H -22.8961 -27.1843 3.5086 0.060
C -25.5744 -27.8341 3.1923 -0.251
O -24.5008 -27.0591 2.8022 -0.393
H -25.1647 -28.8413 3.2684 0.055
H -26.0978 -27.5274 4.0979 0.061
H -26.4026 -27.8939 2.4862 0.062
O -28.7568 -29.1984 1.8873 -0.041
H -28.3520 -29.9719 1.4946 0.041
H -28.8606 -29.4249 2.8115 -0.006
O -24.1569 -26.7923 -0.0828 -0.035
H -24.0317 -25.8433 -0.0842 0.030
H -24.2745 -27.0175 0.8401 -0.018
O -27.0146 -27.2900 -0.6671 -0.048
H -27.1491 -27.2923 0.2806 -0.002
H -26.0689 -27.1887 -0.7750 -0.010
O -22.7931 -30.1588 3.0968 -0.020
H -23.1592 -29.4416 2.5792 -0.009
H -23.1227 -30.0079 3.9827 0.031
O -26.0298 -28.1964 7.1833 -0.042
H -26.0862 -28.8052 6.4468 0.018
H -25.0908 -28.0925 7.3373 0.022
O -24.6906 -30.3013 0.7823 -0.024
H -25.2869 -30.9918 1.0720 0.048
H -24.6417 -29.6993 1.5248 -0.030
O -28.7972 -28.7055 4.6776 -0.037
H -28.5757 -27.9802 4.0935 0.028
H -28.5770 -28.3850 5.5523 0.042
```

Results
Charge: +1
2S+1: 1
Energy above the lowest of the compared OMol25 structures with the same formula, charge and spin in kJ/mol: 167.6
HOMO level in eV: -12.83
Frontier orbital gap in hartree: 0.249
Total energy in Eh: -803.8357
Largest force on an atom in eV Å⁻¹: 4.9

The following is a DFT calculation (ωB97M-V/def2-TZVPD) of a molecular structure, CH23O10 at a distorted geometry.

```
34
Properties=species:S:1:pos:R:3:lowdin_charge:R:1
O 1.5231 -2.0255 -0.3939 0.279
H 1.0277 -2.7214 0.0441 0.187
H 2.4294 -2.1086 -0.0885 0.179
H 1.1384 -1.1779 -0.1588 -0.167
O 2.4068 0.3779 1.4544 0.278
H 2.5145 -0.4784 1.8747 0.182
H 1.6020 0.3186 0.9343 -0.310
H 3.1207 0.5364 0.8325 0.156
C -0.0882 0.0183 -0.3150 -0.124
O 1.0851 -0.1922 0.3553 -0.183
H -0.0086 0.5966 -1.2355 0.100
H -0.6055 -0.8765 -0.6612 0.127
H -0.7737 0.6014 0.3000 0.110
O 2.4476 -0.3013 -1.5052 0.019
H 3.0613 0.0556 -0.8631 0.048
H 1.6009 -0.2922 -1.0588 -0.021
O -0.5018 1.9472 -2.2841 0.027
H -1.0455 2.7181 -2.4466 0.128
H 0.1825 2.2569 -1.6908 0.104
O 0.4361 1.8997 1.8082 0.020
H 1.2723 2.0189 1.3578 0.046
H -0.1491 1.5461 1.1383 0.005
O -2.3097 0.9338 -1.8823 -0.041
H -2.1504 0.5937 -1.0019 -0.023
H -1.4373 1.1222 -2.2282 -0.127
O -2.3695 -0.8455 1.7343 0.048
H -2.8290 -0.1459 2.1987 0.117
H -2.3106 -0.5353 0.8307 -0.002
O -0.1904 -1.0679 2.0270 -0.024
H 0.0744 -0.7979 1.1476 -0.080
H -1.1439 -0.9832 2.0271 -0.136
O -2.8243 -1.2809 -0.5307 -0.013
H -2.0754 -1.3409 -1.1238 0.050
H -3.1101 -0.3697 -0.5965 0.044
```

Results
Charge: +1
2S+1: 1
Energy above the lowest of the compared OMol25 structures with the same formula, charge and spin in kJ/mol: 1109.8
HOMO level in eV: -13.75
Frontier orbital gap in hartree: 0.344
Total energy in Eh: -803.4768
Largest force on an atom in eV Å⁻¹: 16.1

The following is a DFT calculation (ωB97M-V/def2-TZVPD) of 13 unconnected molecules or ions with the total composition CH25O15 at a distorted geometry.

```
41
Properties=species:S:1:pos:R:3:lowdin_charge:R:1
C 8.7160 -7.3580 -11.3850 -0.689
O 9.4530 -7.3660 -12.4060 -0.035
O 9.2010 -7.3390 -10.1410 0.108
O 7.4920 -7.2930 -11.5110 -0.059
H 10.1380 -7.4500 -10.0960 0.045
O 8.9790 -7.9990 -14.9740 -0.079
H 8.9430 -7.9150 -13.9950 -0.014
H 9.3900 -7.1760 -15.2090 0.010
O 7.3340 -5.4970 -13.5310 -0.014
H 7.1390 -4.6430 -13.2430 0.001
H 7.6870 -6.0370 -12.8350 -0.028
O 10.8150 -5.7250 -8.0590 -0.023
H 10.8520 -6.5620 -7.5690 0.066
H 9.9860 -5.7830 -8.4770 -0.026
O 12.0610 -5.4790 -10.4460 -0.079
H 11.5850 -5.5980 -9.6390 -0.055
H 11.3320 -5.1300 -10.9940 -0.020
O 7.8500 -9.1690 -8.1260 -0.051
H 8.5510 -8.5210 -8.0540 -0.005
H 8.0910 -9.9740 -7.6130 0.055
O 11.3280 -9.2160 -12.8940 -0.049
H 10.8910 -9.9320 -12.5000 0.000
H 10.8430 -8.4060 -12.6610 -0.002
O 7.9300 -5.6400 -8.4230 -0.024
H 7.8720 -6.4700 -8.8600 -0.010
H 7.9480 -5.9130 -7.5000 0.054
O 6.8560 -9.1160 -13.2830 -0.057
H 7.2000 -8.4960 -12.6750 -0.060
H 6.1540 -9.5570 -12.7280 0.056
O 10.1750 -4.6710 -12.2220 -0.040
H 10.9770 -4.3930 -12.6890 0.070
H 9.8450 -5.5280 -12.4780 0.002
O 5.5170 -8.6200 -10.3510 -0.045
H 6.2070 -8.1090 -10.7390 -0.044
H 4.7510 -8.0840 -10.1650 0.031
O 5.9150 -5.2660 -10.8690 -0.034
H 6.6050 -4.6690 -10.5930 0.026
H 6.3760 -6.0190 -11.1590 -0.053
O 11.6560 -8.5190 -9.9190 -0.028
H 12.1870 -8.9550 -10.5600 0.029
H 11.2890 -9.1430 -9.2640 0.069
```

Results
Charge: -1
2S+1: 1
Energy above the lowest of the compared OMol25 structures with the same formula, charge and spin in kJ/mol: 232.2
HOMO level in eV: -6.82
Frontier orbital gap in hartree: 0.322
Total energy in Eh: -1181.8061
Largest force on an atom in eV Å⁻¹: 3.3